Formula: C20H19N5O
Source: the Open Molecules 2025 dataset
Level of theory: wB97M-V/def2-TZVPD

Geometry (Å):
1 O -2.48465 5.18716 2.45373
2 N -1.11252 -3.55101 1.99382
3 N 3.44238 -2.77496 -0.95657
4 C -1.90360 4.49425 1.61970
5 C -1.96568 -2.80688 1.32893
6 C 3.36797 -1.92712 -1.98643
7 C 0.13200 0.75527 0.09545
8 C -1.67276 1.02833 -1.49518
9 C -0.49331 1.67297 0.93356
10 C -2.26271 1.98277 -0.66941
11 C 1.30549 -4.11656 1.61672
12 C 2.21797 -1.24202 -2.29640
13 C 0.10628 -3.42539 1.38141
14 C -0.50569 0.38672 -1.11054
15 C -1.65425 2.30848 0.55439
16 C 2.40417 -3.92232 0.80484
17 C -0.00083 -2.58472 0.29987
18 C 1.04305 -1.41062 -1.59639
19 C 2.32427 -2.99764 -0.26017
20 C 1.10717 -2.29125 -0.52617
21 N -1.31850 -2.19830 0.29337
22 N -0.06664 -0.62862 -1.96083
23 N -2.31005 3.16064 1.45666
24 C -0.76870 5.12255 0.86287
25 C 4.56992 -1.76444 -2.88684
26 C -3.38776 2.59327 2.32487
27 H -2.99121 -2.68948 1.58104
28 H 1.05807 0.32765 0.42753
29 H -2.16319 0.78000 -2.43390
30 H -0.09432 1.88783 1.92046
31 H -3.19532 2.46562 -0.95009
32 H 1.36660 -4.76229 2.46444
33 H 2.30062 -0.56212 -3.13656
34 H 3.34364 -4.38944 1.02641
35 H -1.73938 -1.56118 -0.37529
36 H -0.15345 -0.42154 -2.97489
37 H -0.35831 5.97282 1.36811
38 H -1.12386 5.39622 -0.11401
39 H 0.03772 4.42157 0.67573
40 H 5.01023 -0.77210 -2.80017
41 H 5.32307 -2.49894 -2.64737
42 H 4.22297 -1.93733 -3.93037
43 H -4.28079 3.16388 2.24277
44 H -3.07141 2.56558 3.37709
45 H -3.60470 1.56270 2.00383

Forces on the atoms, in the same order (eV/Å):
O 0.10 -0.54 -0.49
N -0.83 -0.38 0.89
N 0.46 0.47 -1.33
C -1.30 0.01 1.97
C 2.42 -0.62 0.14
C 1.01 -1.22 0.78
C -0.77 0.01 -0.39
C -0.89 0.80 0.38
C 0.41 -0.27 -0.20
C 0.65 -0.05 0.16
C 1.17 0.06 -0.21
C -0.54 0.53 -0.73
C -0.47 -0.25 -0.37
C 0.28 0.45 0.39
C -0.73 -0.69 -0.74
C -1.57 0.03 1.23
C -0.26 0.10 0.24
C 1.61 0.86 -1.01
C -0.33 0.74 -0.06
C -0.80 -0.47 0.25
N -0.77 0.94 -1.05
N -0.06 -0.47 -0.64
N -0.03 1.41 0.40
C 0.26 -1.47 -0.69
C -0.58 -0.18 -0.35
C 1.30 -0.31 -0.23
H -0.55 0.18 -0.08
H 0.23 -0.39 -0.13
H 0.15 -0.12 0.11
H 0.14 0.02 -0.17
H 0.16 -0.05 0.03
H 0.02 -0.43 0.39
H -0.38 0.13 0.00
H 0.24 -0.17 -0.13
H 0.18 -0.25 0.26
H 0.24 -0.25 1.27
H -0.24 0.41 0.42
H -0.20 0.36 -0.52
H 0.17 -0.21 0.00
H -0.05 0.08 -0.11
H 0.17 -0.20 0.11
H 0.42 0.26 0.56
H -0.68 0.62 -0.03
H -0.04 0.12 -0.29
H 0.28 0.43 -0.03

## Properties
LUMO ... 0.24 eV
Spin multiplicity ... 1
Gap between HOMO and LUMO ... 8.441 eV
Structure (SMILES) ... CC(=O)N(C)c1ccc(Nc2cc(C)nc3ccc4nc[nH]c4c23)cc1
Largest force on an atom ... 2.504 eV Å⁻¹
Total charge ... 0

Formula: C20H19NO6S2
Source: the Open Molecules 2025 dataset
Level of theory: wB97M-V/def2-TZVPD

Geometry (Å):
1 C -1.09576 -3.67494 0.09058
2 C -0.47077 -3.16066 -1.19892
3 H -0.12857 -3.98395 -1.82921
4 H -1.19226 -2.54472 -1.74577
5 O 0.69899 -2.38243 -0.94838
6 C 0.49506 -1.12049 -0.56013
7 O -0.60110 -0.63983 -0.38791
8 C 1.76057 -0.40673 -0.33326
9 C 1.84847 0.95374 -0.16121
10 N 0.82860 1.88985 -0.29036
11 C -0.09555 1.88665 -1.34287
12 O -0.02435 1.18635 -2.30948
13 C -1.09584 2.97342 -1.04426
14 C -0.52273 3.76078 0.12374
15 C 0.67193 2.95528 0.58860
16 O 1.39470 3.17247 1.52225
17 H -1.23134 3.91399 0.93799
18 H -0.17246 4.74836 -0.18556
19 H -1.22867 3.58407 -1.94022
20 S -2.82557 2.29924 -0.89796
21 C -2.82427 1.09024 0.37702
22 C -1.86734 0.99184 1.38114
23 C -1.93692 -0.01125 2.32682
24 C -2.96419 -0.94394 2.30513
25 C -3.94292 -0.84273 1.34050
26 C -3.89088 0.17291 0.38840
27 C -4.95257 0.33335 -0.60324
28 O -5.05951 1.31538 -1.30785
29 O -5.82439 -0.68164 -0.67318
30 H -6.49033 -0.48592 -1.35076
31 H -4.76679 -1.53864 1.30755
32 H -3.00144 -1.73184 3.04210
33 H -1.17348 -0.06403 3.08907
34 H -1.05135 1.68750 1.44142
35 S 3.45673 1.46481 0.19696
36 C 4.03139 -0.17497 0.11110
37 C 3.02588 -1.03542 -0.18372
38 H 3.15250 -2.09777 -0.28080
39 C 5.47553 -0.47249 0.32497
40 C 6.32643 0.04601 -0.83565
41 H 6.01079 -0.41241 -1.76969
42 H 6.22139 1.12450 -0.92616
43 H 7.37421 -0.18932 -0.66835
44 H 5.59953 -1.55277 0.42044
45 H 5.81239 -0.00395 1.25263
46 H -1.93872 -4.31744 -0.14704
47 H -0.36584 -4.24185 0.66397
48 H -1.44917 -2.83862 0.68954

Forces on the atoms, in the same order (eV/Å):
C 0.26 0.24 -0.20
C -0.58 -0.21 0.01
H -0.04 0.14 0.04
H 0.14 -0.13 0.00
O 0.38 -0.01 0.00
C -0.34 0.17 0.09
O 0.28 -0.35 -0.16
C 0.08 0.56 0.09
C 0.37 -0.46 0.07
N 0.10 -0.08 0.11
C 0.14 0.14 -0.42
O -0.05 0.10 -0.04
C -0.88 -0.29 0.24
C 0.01 0.15 0.06
C -0.15 0.27 -0.07
O 0.00 0.09 0.17
H 0.10 -0.05 0.01
H 0.04 -0.05 0.04
H 0.06 -0.11 0.06
S 0.83 0.78 -0.49
C -0.14 0.01 0.10
C -0.15 0.04 0.14
C -0.04 0.03 0.01
C 0.04 -0.02 0.07
C -0.01 0.07 -0.10
C 0.29 -0.03 0.19
C -0.40 0.49 -0.52
O -0.42 -0.46 0.15
O -0.17 -0.52 0.11
H 0.22 0.20 0.09
H -0.05 -0.05 0.02
H -0.02 -0.05 0.06
H 0.07 -0.01 0.06
H 0.00 0.01 0.02
S -0.12 -0.62 -0.09
C -0.23 0.25 0.00
C 0.08 0.12 0.03
H 0.09 -0.20 0.01
C 0.13 0.13 -0.14
C 0.02 -0.13 0.17
H -0.01 0.00 -0.10
H 0.05 0.10 -0.08
H 0.14 0.02 -0.04
H -0.03 0.03 0.09
H 0.03 -0.13 0.05
H -0.10 -0.10 0.00
H 0.03 -0.10 0.06
H -0.05 0.00 0.04

## Properties
LUMO ... 0.39 eV
Spin multiplicity ... 1
Gap between HOMO and LUMO ... 8.731 eV
Structure (SMILES) ... CCOC(=O)c1cc(CC)sc1N1C(=O)C[C@H](Sc2ccccc2C(=O)O)C1=O
Largest force on an atom ... 1.240 eV Å⁻¹
Total charge ... 0

Formula: C20H20BF3O7STl
Source: the Open Molecules 2025 dataset
Level of theory: wB97M-V/def2-TZVPD

Geometry (Å):
1 C -3.77717 -0.16959 -2.12672
2 C -2.85202 -1.09775 -2.88531
3 O -2.64052 -0.91432 -4.05669
4 O -2.23921 -2.21008 -2.30748
5 C -1.93787 -2.12223 -0.92539
6 C -0.99463 -0.99210 -0.56641
7 C 0.07045 -0.57417 -1.47904
8 C 0.28759 -1.24808 -2.82370
9 C 0.86619 -2.67941 -2.63181
10 C 1.69231 -2.69415 -1.38051
11 F 2.89038 -2.08394 -1.47668
12 C 1.36272 -3.25557 -0.20398
13 F 1.77114 -2.71164 0.90773
14 F 0.67633 -4.33677 -0.05714
15 C 0.94745 0.44704 -1.14910
16 C 0.78552 1.05516 0.03903
17 C -0.27515 0.66588 0.98294
18 C -1.14244 -0.37705 0.66337
19 C -2.19302 -0.79122 1.67154
20 B -3.56268 0.04465 1.58505
21 O -4.60226 -0.32879 2.39124
22 O -3.73420 1.11367 0.77158
23 C -0.34853 1.44188 2.24898
24 O -1.34010 1.57221 2.92386
25 C 0.92971 2.12316 2.68136
26 S 1.03713 2.42343 4.40534
27 C 1.94997 2.50588 1.82209
28 C 3.18093 3.14681 2.39574
29 C 4.25148 3.62603 1.38338
30 O 5.14599 2.57472 1.10344
31 C 1.73742 2.20165 0.36723
32 O 2.22780 2.79869 -0.55435
33 H -4.43537 -0.68223 -1.42202
34 H -3.14671 0.51947 -1.54610
35 H -4.31972 0.45625 -2.83048
36 H -1.45464 -3.06676 -0.63479
37 H -2.87560 -2.05336 -0.36517
38 H -0.59795 -1.24741 -3.46727
39 H 1.04793 -0.67666 -3.36701
40 H 0.06315 -3.42258 -2.60990
41 H 1.55796 -2.88378 -3.50449
42 H 1.72350 0.73073 -1.84870
43 H -1.79929 -0.61155 2.67739
44 H -2.37216 -1.86950 1.63372
45 H -4.27972 -0.77249 3.18453
46 H -4.44593 1.68816 1.08504
47 H 2.04311 1.59443 4.79869
48 H 3.60922 2.42366 3.11262
49 H 2.85552 4.01387 2.98758
50 H 4.83833 4.38673 1.90777
51 H 3.84069 4.11304 0.49679
52 H 4.90659 2.10891 0.29666
53 Tl 3.07041 -3.90295 -4.30444

Forces on the atoms, in the same order (eV/Å):
C 0.88 -0.30 0.72
C -0.99 0.54 -1.83
O 0.38 -0.50 0.96
O 0.19 0.52 0.47
C -0.39 0.17 -0.31
C -0.03 -0.20 -0.27
C -0.36 -1.06 -0.80
C 0.75 0.07 -0.33
C 0.14 0.20 -0.30
C -0.22 -0.71 -0.61
F -0.45 0.83 0.21
C 0.64 0.62 0.09
F 0.38 -0.64 0.29
F -0.82 0.28 0.13
C -0.12 -0.28 -0.56
C 0.36 1.18 1.70
C 0.97 0.71 -0.30
C -0.54 -0.41 1.27
C 0.54 -0.11 -0.50
B -0.98 -0.10 0.70
O 0.86 0.27 0.12
O 0.74 0.06 -0.11
C -0.77 1.10 -0.02
O 0.39 -0.20 -0.22
C 0.57 -0.74 0.52
S -1.22 -0.56 -0.07
C 0.70 -0.56 0.42
C -0.69 0.80 -1.21
C 0.71 -0.05 0.82
O -0.23 -0.18 -0.22
C -0.56 -0.18 -0.67
O 0.15 -0.08 0.59
H -0.03 0.05 -0.17
H -0.20 -0.08 0.08
H -0.05 -0.33 -0.11
H -0.22 0.03 -0.06
H 0.25 0.06 0.11
H 0.10 -0.10 0.17
H -0.15 0.14 0.22
H 0.20 -0.03 -0.01
H -1.91 0.72 1.13
H -0.02 0.19 0.15
H -0.16 -0.01 -0.12
H -0.08 0.16 -0.11
H -0.51 -0.32 0.03
H -0.21 -0.11 -0.22
H 0.42 0.53 -0.61
H 0.18 0.10 -0.14
H -0.05 -0.18 0.05
H -0.06 -0.12 -0.04
H -0.16 -0.24 0.12
H 0.07 0.19 -0.15
Tl 1.60 -1.11 -1.02

## Properties
LUMO ... -14.74 eV
Spin multiplicity ... 1
Gap between HOMO and LUMO ... 3.263 eV
Largest force on an atom ... 2.335 eV Å⁻¹
Total charge ... +3

Formula: C20H20BrOPdS
Source: the Open Molecules 2025 dataset
Level of theory: wB97M-V/def2-TZVPD

Geometry (Å):
1 Pd -1.03523 0.96076 0.37082
2 C -2.22206 1.59164 2.67900
3 C -3.26517 1.91295 1.81243
4 C -3.05819 2.80139 0.74055
5 C -1.80054 3.34502 0.52085
6 C -0.73629 3.01283 1.38736
7 C -0.95173 2.14403 2.47309
8 H -2.40287 0.96656 3.54295
9 H -4.25620 1.51687 1.99512
10 H -3.88837 3.08371 0.10576
11 H -1.65404 4.07269 -0.26573
12 H 0.21210 3.52531 1.29881
13 H -0.16925 1.98517 3.20241
14 Br -2.80885 -0.21618 -1.22359
15 C -2.43399 -1.94382 -0.55271
16 C -3.30450 -2.97033 -0.91454
17 C -3.02465 -4.26131 -0.50730
18 C -1.86166 -4.52387 0.22255
19 C -1.00154 -3.48071 0.60029
20 C 0.14843 -3.74849 1.35690
21 C 0.98070 -2.70339 1.78630
22 C 0.66533 -1.39757 1.46829
23 C -0.47020 -1.07899 0.70507
24 C -1.29769 -2.13060 0.24067
25 H -4.18202 -2.76264 -1.51324
26 H -3.70036 -5.06526 -0.76649
27 H -1.61886 -5.54109 0.50642
28 H 0.38937 -4.77448 1.60965
29 H 1.85625 -2.92564 2.38263
30 H 1.30008 -0.60847 1.85213
31 O 0.66662 1.38771 -1.29666
32 S 1.80730 2.06817 -1.98088
33 C 3.22526 2.32986 -0.83921
34 C 4.37572 1.65181 -1.58486
35 C 3.81122 0.44060 -2.34270
36 C 2.62746 0.94356 -3.16474
37 H 2.90334 1.81365 0.06639
38 H 3.34869 3.39536 -0.65608
39 H 5.14149 1.35941 -0.86656
40 H 4.83474 2.35122 -2.28432
41 H 3.49376 -0.34328 -1.65378
42 H 4.55628 0.02176 -3.01863
43 H 1.87392 0.22502 -3.48467
44 H 2.92619 1.56908 -4.00973

Forces on the atoms, in the same order (eV/Å):
Pd -0.61 -0.36 0.12
C 0.13 0.01 0.11
C -0.03 -0.03 -0.06
C -0.05 -0.04 -0.02
C 0.08 0.13 0.07
C 0.03 0.25 0.22
C 0.03 0.24 0.26
H 0.00 -0.08 -0.04
H 0.01 -0.04 -0.04
H 0.00 -0.04 -0.02
H 0.03 -0.02 -0.04
H 0.05 -0.05 -0.07
H 0.07 -0.10 -0.06
Br -0.06 -0.08 -0.17
C -0.09 0.09 -0.08
C 0.01 -0.03 -0.03
C 0.03 -0.04 0.01
C -0.06 -0.03 -0.05
C 0.04 -0.02 0.07
C 0.09 0.03 0.03
C -0.03 -0.14 0.00
C -0.10 0.04 0.03
C -0.05 0.34 -0.06
C 0.09 -0.07 0.09
H 0.01 0.01 0.01
H 0.03 -0.02 -0.02
H -0.03 0.01 0.02
H 0.00 0.02 0.03
H -0.01 -0.02 -0.01
H 0.01 0.03 -0.02
O 0.69 0.33 -0.42
S -0.30 -0.48 0.32
C -0.02 0.03 -0.14
C 0.03 -0.03 -0.06
C 0.05 0.04 0.01
C 0.00 0.12 -0.10
H 0.05 -0.01 0.04
H -0.05 0.01 -0.03
H -0.03 -0.02 0.03
H 0.00 0.04 0.03
H -0.02 -0.01 0.00
H 0.00 0.00 -0.02
H -0.01 -0.01 0.05
H 0.00 0.00 0.01

## Properties
LUMO (spin up / spin down) ... -9.23 / -13.27 eV
Spin multiplicity ... 5
Gap between HOMO and LUMO (spin up / spin down) ... 8.276 / 5.315 eV
Largest force on an atom ... 0.877 eV Å⁻¹
Total charge ... +3